DFT (the ωB97M-V functional and the def2-TZVPD basis) results for a cluster of 18 separate species, C21H7Cl68FO3Si in total.

Frontier orbital gap   10.7 eV
Lowest unoccupied orbital energy   -0.08 eV
E   -890148.224 eV

XYZ file:
```
101
Properties=species:S:1:pos:R:3:forces:R:3:mulliken_charge:R:1
F 2.6138 2.0684 -1.3708 -0.1824 0.0827 -0.0932 -0.252
C -3.0249 -2.5962 -2.3800 -0.0165 -0.0468 -0.0365 0.118
Cl 0.8999 -1.0685 -12.0562 -0.0057 0.0009 0.0063 -0.097
Cl -2.4243 0.7224 -6.0235 -0.1011 0.0655 -0.0177 -0.038
H -0.6512 -0.2000 -0.9104 0.0690 -0.0217 -0.1153 -0.109
Cl -1.3459 -1.9520 12.4356 -0.2969 -0.3113 0.1315 -0.035
C -0.5979 -0.2925 -12.5759 0.0005 -0.0410 -0.0112 0.359
Cl 3.7464 3.1791 13.5186 0.0005 -0.0016 -0.0072 -0.103
Cl -5.8074 -7.2103 -6.0634 -0.0149 0.0203 -0.0102 -0.102
Cl -4.7694 -5.6082 -8.2282 0.4445 -0.0858 0.2575 -0.099
Cl -9.1207 -6.0735 -11.6949 0.0002 0.0321 0.0261 -0.106
H 0.9329 1.3697 -3.0676 0.3233 -0.0250 0.1151 0.250
Cl 1.8106 -0.1077 8.8955 0.0256 -0.1110 0.2264 -0.079
C -2.0935 -0.7070 -7.0211 0.0255 -0.1084 -0.1074 -0.126
Cl -4.6260 -2.9120 -3.0413 -0.1336 0.1319 0.1346 -0.020
Cl -9.8767 -4.7228 -9.2560 0.0195 0.0059 -0.3403 -0.071
Cl -2.0083 -4.0176 -2.6312 0.0337 -0.0073 -0.0038 -0.087
Cl -7.1037 -5.0507 -9.8936 -0.4196 0.1033 -0.2695 0.007
Cl 7.7345 0.2332 10.8881 0.0774 -0.1502 -0.0732 -0.008
Cl -2.3714 -4.6408 12.6671 0.0029 0.0098 0.0012 -0.104
Cl 0.1794 6.6533 7.3195 0.0074 -0.0043 -0.0027 -0.104
Cl 10.1894 4.0835 8.7523 0.0032 0.0027 -0.0169 -0.063
Cl 13.0549 4.0859 9.0716 0.0021 -0.0080 0.0084 -0.092
C -6.8765 0.6081 -8.4676 -0.0378 0.0235 0.0388 0.215
C 0.5806 2.1026 -0.1337 -0.3529 0.1329 -0.8078 1.117
Cl -1.9232 -3.0604 15.0388 -0.0001 0.0012 -0.0083 -0.100
Cl -7.7544 -0.7585 -9.1610 0.0580 -0.0206 -0.0003 -0.022
Cl -9.3838 -6.1458 -4.2204 0.0153 0.0009 -0.0103 -0.071
Cl 9.9005 -0.4754 12.6529 -0.0015 -0.0023 0.0099 -0.106
C -0.3160 3.0507 -3.2681 0.1972 0.4239 -0.1283 -0.029
Cl -3.9282 -5.0868 -5.5251 0.0644 -0.1625 -0.0452 0.003
C -0.1270 1.5906 -3.0295 0.0617 -0.0725 0.2218 0.627
C 1.9161 1.5238 -0.3577 0.8698 -1.6377 1.9089 0.153
C 4.7531 2.9637 12.0834 -0.0200 0.0112 0.0146 0.337
Cl -1.9442 -1.4195 -12.3823 -0.0086 -0.0015 0.0051 -0.079
Cl -7.1691 0.6715 -6.7252 0.0030 -0.0083 0.0189 -0.100
C -5.2816 -5.5925 -6.5328 -0.0342 0.0193 -0.0217 0.202
H 0.2612 1.9741 0.8897 0.1579 -0.1195 0.2578 -0.190
O 0.3431 3.9116 -2.7505 -0.3967 -0.3308 -0.0665 -0.496
Cl 3.5129 -1.3087 -3.7278 -0.1454 0.0191 -0.0244 -0.070
Si -0.6849 1.2328 -1.2495 0.2002 -0.1114 0.1830 0.367
Cl -0.8652 0.9691 8.8932 0.0155 -0.0161 -0.0003 -0.120
H -0.6019 0.9675 -3.7731 -0.3403 -0.0811 -0.1446 -0.161
C 0.6540 0.8896 9.7875 -0.0167 0.0484 -0.0257 0.297
Cl 0.1752 7.5507 1.6563 -0.0736 -0.0130 -0.1630 -0.067
H -1.2713 2.9592 -4.9271 -0.1826 -0.3631 -0.1714 0.289
Cl -10.7381 -4.8145 -6.3892 -0.0261 -0.0051 0.3466 -0.060
Cl -8.7298 -3.2251 -11.4437 -0.0015 -0.0307 -0.0014 -0.099
Cl 0.7610 -1.8259 -3.0521 0.1075 -0.0450 -0.0130 0.114
Cl -1.9629 -0.2088 -8.7151 0.0863 -0.0819 0.1458 0.071
Cl 1.7908 5.3246 0.8407 0.0423 -0.0151 0.0180 -0.094
Cl -4.0802 -2.3900 13.2446 0.0029 0.0015 -0.0009 -0.100
Cl 0.0666 6.6012 -1.0869 -0.0023 0.0520 0.1558 -0.070
C 7.5071 -3.4870 -3.4977 -0.0128 -0.0053 0.0050 0.316
Cl 5.9219 -3.4440 -2.7258 0.1681 -0.1104 0.0924 -0.018
C 9.3774 -0.4076 10.9662 -0.0088 -0.0076 -0.0391 0.256
Cl 7.5605 -2.2819 -4.7898 0.0001 0.0086 -0.0106 -0.107
Cl 1.1982 5.2402 5.0166 -0.0844 0.0427 0.0185 0.046
Cl 2.2548 0.3497 5.8113 -0.0126 0.1008 -0.1836 -0.007
Cl 10.4572 0.6508 10.0558 0.0250 -0.0262 -0.0105 -0.024
Cl -6.6171 -4.4526 -6.3304 -0.0024 0.0238 -0.0099 -0.022
O -1.3800 3.3802 -4.0710 0.2184 0.4431 0.1259 -0.439
C 2.4155 -2.4342 -2.9170 0.0139 0.0921 0.0240 0.107
Cl -0.8907 1.1403 -11.5827 0.0047 0.0710 -0.0464 -0.099
Cl 8.7580 -3.1258 -2.3047 -0.0045 -0.0010 -0.0062 -0.102
Cl 0.9970 1.1908 3.3567 -0.0714 0.0196 0.1301 -0.106
H 0.5801 3.1520 -0.3904 -0.0242 0.2498 -0.1352 -0.386
O 2.4079 0.6290 0.2902 -0.5256 1.1935 -1.2145 -0.432
Cl 9.4172 -2.0323 10.2721 0.0019 0.0086 0.0075 -0.108
Cl 2.5007 -4.0261 -3.6818 0.0280 0.0315 -0.0118 -0.094
Cl -7.4391 2.1066 -9.2151 0.0020 -0.0004 0.0072 -0.102
Cl 0.3656 0.1696 11.3771 0.2736 0.3152 -0.1287 -0.046
Cl 3.1954 2.7068 4.4480 0.0762 -0.0264 -0.0285 -0.122
Cl 0.7287 8.0825 4.8723 0.0578 0.0914 0.2221 -0.097
C 11.7342 3.9406 7.9083 -0.0139 0.0201 -0.0058 0.337
Cl 1.3163 2.5090 9.9868 -0.2715 0.1509 -0.1141 -0.048
Cl 2.8468 -2.5617 -1.2118 0.0255 -0.0044 -0.0523 -0.048
C 0.1536 6.5589 5.5562 0.0057 -0.0382 -0.0885 0.239
Cl -12.2478 -6.3650 -4.4794 0.0057 0.0110 -0.0042 -0.100
Cl -1.4970 6.2579 5.0042 -0.0201 -0.0017 -0.0007 -0.084
Cl -11.0580 -3.8592 -3.6852 0.0052 -0.0020 -0.0082 -0.099
Cl -0.4627 0.1833 -14.2697 -0.0015 -0.0004 0.0146 -0.101
H -2.0466 1.7253 -0.9650 0.0207 0.1646 -0.0982 -0.176
Cl 11.8666 5.2219 6.7007 0.0057 -0.0026 0.0007 -0.104
Cl -2.3254 -1.2077 -3.2381 -0.2369 -0.0669 0.0399 0.034
C -2.4305 -3.0119 13.3474 0.0311 -0.0048 0.0122 0.309
Cl 7.7897 -5.0924 -4.1800 0.0020 0.0023 -0.0028 -0.104
C -8.7065 -4.7676 -10.5806 0.0511 -0.0084 -0.0257 0.270
Cl 4.1947 1.5523 11.1831 0.2707 -0.1766 0.0692 -0.018
Cl -1.0778 5.0342 1.0447 -0.0473 -0.0205 0.0325 -0.107
C 0.2366 6.1367 0.6029 0.0539 0.0434 -0.0616 0.341
Cl -3.4030 -1.8688 -6.8255 0.0517 0.0078 0.0357 0.184
Cl 11.8283 2.3670 7.1082 -0.0139 0.0030 0.0182 -0.093
Cl -5.1454 0.4175 -8.7562 -0.1286 0.0538 -0.1068 0.011
Cl 4.6262 4.3962 11.0551 -0.0081 0.0103 -0.0062 -0.104
Cl -3.1356 -2.2438 -0.6558 0.0195 0.0281 -0.0620 -0.097
Cl 6.4340 2.7261 12.5621 -0.0942 0.1802 0.1082 -0.086
C -10.8583 -5.2967 -4.6913 -0.0417 -0.0072 0.0126 0.306
Cl -0.5765 -1.4480 -6.5051 0.0211 0.0644 0.0083 -0.064
Cl 3.6617 0.1083 3.2933 0.0072 0.0022 0.0725 -0.081
C 2.5306 1.0820 4.2277 0.0717 -0.0715 -0.0891 0.273
```
Forces are in eV/Å.